(w)
The following is a quantum chemistry calculation of C23H27N3O5S in the gas phase, from OMol25.

Structure (ORCA input):
```
! RIJCOSX wB97M-V def2-TZVPD def2/J DEFGRID3
* xyz 0 1
H -0.401 4.879 0.799
C 1.019 -1.591 -3.742
C 0.359 -2.908 -3.308
C -0.713 4.490 3.298
C -0.637 0.251 0.314
H -1.616 -6.585 2.396
C 2.417 -1.702 -3.132
N -1.645 3.391 3.146
O -0.121 0.509 -3.955
H 0.744 3.571 0.486
O -2.706 4.712 1.215
C -1.265 1.126 1.177
C 1.851 6.095 2.251
C -0.975 -6.068 -0.771
H 3.122 -2.158 -3.830
C 0.500 -4.215 -1.190
C 2.250 -2.640 -1.944
C 0.265 -0.367 -3.218
H -0.432 -7.772 1.863
H 0.891 3.150 2.802
H 1.046 -1.494 -4.829
C -1.808 2.295 0.679
C 0.572 4.474 1.068
N 0.087 -0.387 -1.865
H 1.106 6.881 2.439
H -2.216 3.222 3.959
O -3.872 2.778 2.214
N 1.038 -3.259 -2.073
H -1.337 0.920 2.232
C -1.745 2.592 -0.668
H 2.836 -0.748 -2.813
H -0.717 -5.173 -2.684
H 1.412 6.266 0.115
H -0.494 4.629 4.359
C 0.304 -5.148 1.016
C 0.620 4.190 2.585
C -0.560 0.541 -1.051
H 0.460 -1.182 -1.363
C 0.857 -4.220 0.157
H -2.182 3.513 -1.020
H -1.149 5.413 2.901
C -1.120 1.720 -1.541
H 0.519 -3.681 -4.070
C -0.425 -5.148 -1.645
H 2.604 5.024 0.539
H -1.993 -7.662 1.044
H 2.848 6.490 2.448
H -1.689 -6.786 -1.145
C -0.621 -6.085 0.571
O 3.044 -2.790 -1.048
H -0.204 -0.665 0.691
H 0.595 -5.141 2.056
H -1.064 1.940 -2.594
H 1.581 -3.512 0.525
C 1.680 5.511 0.850
H -0.715 -2.802 -3.137
C -1.205 -7.085 1.520
S -2.648 3.400 1.799
O 1.648 5.003 3.125
*
```

HOMO energy (eV): -8.807
HOMO-LUMO gap (eV): 9.2656
SMILES string: Cc1ccc(N2C[C@@H](C(=O)Nc3ccc(S(=O)(=O)NC[C@H]4CCCO4)cc3)CC2=O)cc1



(x)
The following is a quantum chemistry calculation of C23H27N3O5S in the gas phase, from OMol25.

Structure (ORCA input):
```
! RIJCOSX wB97M-V def2-TZVPD def2/J DEFGRID3
* xyz 0 1
C 1.772 0.455 -0.318
H -1.613 -4.229 -2.342
C -0.957 -1.980 0.093
H -3.948 -0.539 -0.399
H 5.163 -2.936 0.808
C -0.010 -1.284 -2.010
C -1.726 -2.658 2.244
C -5.173 1.780 -0.694
H -1.142 -3.582 2.218
H -2.766 -2.871 1.974
H -5.433 2.779 1.187
O -5.707 0.534 -0.294
C 5.278 -0.936 0.138
H -6.004 2.331 -1.139
N -0.349 1.376 -0.533
H 0.160 0.115 1.072
O 0.274 3.260 -1.725
H -1.695 -2.242 3.250
C 0.316 0.198 -0.009
H -1.988 3.001 1.094
O 2.888 2.249 -1.569
S 4.627 1.503 0.542
H 4.478 -2.675 -0.787
C 0.504 2.212 -1.147
H 7.222 2.411 1.840
H -4.398 1.623 -1.458
C -1.223 -3.336 -1.878
H -5.243 -1.177 0.644
C 4.156 -0.129 0.180
H -2.232 0.582 -0.760
H -4.149 3.481 0.177
C 7.392 1.908 0.890
H 8.328 1.359 0.930
C -1.449 -3.121 -0.529
O 2.457 -1.734 0.159
H -1.678 1.357 1.670
C -0.508 -2.419 -2.625
H -2.015 -3.850 0.030
H 0.555 -0.561 -2.580
O -1.164 -1.674 1.408
C 2.775 -0.563 0.017
C -1.776 1.534 -0.476
N -3.632 1.781 1.263
C 5.296 -2.395 -0.129
N 6.444 -0.289 0.361
C 1.860 1.615 -1.002
C -4.603 2.547 0.508
H 7.453 2.669 0.113
C -4.115 0.445 1.546
C -2.242 1.947 0.943
H -3.300 -0.153 1.954
C -0.217 -1.058 -0.660
C 6.287 0.967 0.599
H 2.521 3.052 -1.986
C -4.728 -0.266 0.330
H -4.899 0.542 2.308
H -2.045 2.302 -1.206
H -0.336 -2.586 -3.677
H 6.254 -2.673 -0.559
*
```

HOMO energy (eV): -8.112
HOMO-LUMO gap (eV): 7.8761
SMILES string: COc1ccccc1[C@H]1C(C(=O)c2sc(C)nc2C)=C(O)C(=O)N1CCN1CCOCC1



Preferred: (w); penalty for the next structure: 27.7 kcal/mol.



(w)
The following is a quantum chemistry calculation of C6H6N2 in the gas phase, from OMol25.

Structure (ORCA input):
```
! RIJCOSX wB97M-V def2-TZVPD def2/J DEFGRID3
* xyz 0 1
C 2.123 -0.199 -0.175
C -1.160 0.570 0.279
H -0.656 2.259 -0.762
H -1.862 -2.456 -0.235
N -1.765 -0.528 0.198
C 3.122 0.485 -0.369
H -0.696 2.399 0.987
C -1.252 1.980 0.177
C 0.170 -1.909 0.048
H -2.386 2.375 0.110
H 0.505 -3.011 0.063
H 4.096 0.709 -0.602
C 1.002 -0.913 0.003
N -1.239 -1.761 0.277
*
```

HOMO energy (alpha / beta) (eV): -7.657 / -7.250
HOMO-LUMO gap (alpha / beta) (eV): 7.8514 / 6.9200



(x)
The following is a quantum chemistry calculation of 2 unconnected molecules or ions with the total composition C6H6N2, from OMol25.

Structure (ORCA input):
```
! RIJCOSX wB97M-V def2-TZVPD def2/J DEFGRID3
* xyz 0 1
H 0.175 -0.588 -2.307
C 0.909 -0.438 0.886
C 1.290 0.893 0.336
C -1.450 0.227 0.313
H 2.297 0.923 0.806
H -3.370 0.860 -1.439
H 0.487 1.725 0.664
H -1.045 -1.697 1.176
C -0.578 -0.737 0.828
H 1.413 -1.046 1.788
C 0.602 -0.411 -1.319
C -2.440 0.680 -0.280
N 0.338 -1.092 -0.336
N 1.371 0.700 -1.115
*
```

HOMO energy (eV): -8.559
HOMO-LUMO gap (eV): 8.4929



Preferred: (w); penalty for the next structure: 21.6 kcal/mol.



(w)
The following is a quantum chemistry calculation of C6H6N2 in the gas phase, from OMol25.

Structure (ORCA input):
```
! RIJCOSX wB97M-V def2-TZVPD def2/J DEFGRID3
* xyz 0 1
H 2.655 -0.936 0.279
C 0.544 -1.539 0.063
C -1.384 0.010 0.015
H -1.692 -1.838 -0.080
H 0.452 2.700 0.286
C 1.560 -0.558 -0.006
H 2.572 1.291 -0.389
C -0.739 -1.197 -0.098
C 1.512 0.845 -0.250
H -3.089 0.835 -0.252
H 0.976 -2.575 0.404
N -2.654 -0.199 -0.160
N -1.049 1.464 0.263
C 0.336 1.698 -0.076
*
```

HOMO energy (eV): -8.411
HOMO-LUMO gap (eV): 7.1875
SMILES string: [H]/N=c1/cccccn1



(x)
The following is a quantum chemistry calculation of C6H6N2 in the gas phase, from OMol25.

Structure (ORCA input):
```
! RIJCOSX wB97M-V def2-TZVPD def2/J DEFGRID3
* xyz 0 1
C -0.655 0.072 0.054
N -2.799 -1.481 -0.073
H 2.269 -1.091 -0.137
H 0.208 -1.039 1.594
H 0.182 0.679 -1.781
C 0.432 -0.222 1.051
N -1.630 2.498 -0.025
H 0.335 -1.070 -1.668
C -1.138 1.412 0.053
H 2.253 0.772 0.100
C 0.362 -0.104 -1.089
H 0.475 0.552 1.914
C -1.857 -0.787 0.082
C 1.564 -0.190 -0.076
*
```

HOMO energy (eV): -11.625
HOMO-LUMO gap (eV): 12.1561
SMILES string: N#CC1(C#N)CCC1



(y)
The following is a quantum chemistry calculation of C6H6N2 in the gas phase, from OMol25.

Structure (ORCA input):
```
! RIJCOSX wB97M-V def2-TZVPD def2/J DEFGRID3
* xyz 0 1
C 2.574 -0.054 -0.734
C -0.609 0.638 0.112
C 0.264 -0.454 0.795
N -0.129 -1.793 0.121
H 0.381 -0.404 1.825
C -0.610 1.919 0.033
H -0.275 -2.591 0.994
N -1.445 -1.528 -0.499
C 1.693 -0.386 0.202
H 0.037 2.545 0.823
H 3.611 -0.341 -1.431
H -1.517 2.342 -0.548
H -2.323 0.429 -1.217
C -1.652 -0.319 -0.476
*
```

HOMO energy (eV): -9.241
HOMO-LUMO gap (eV): 9.8423
SMILES string: C#C[C@@H]1NN=CC1=C



(z)
The following is a quantum chemistry calculation of C6H6N2 in the gas phase, from OMol25.

Structure (ORCA input):
```
! RIJCOSX wB97M-V def2-TZVPD def2/J DEFGRID3
* xyz 0 1
N 3.372 -1.452 -2.646
H -1.694 0.301 -1.463
C -0.716 0.228 0.508
C 1.701 -0.353 0.324
C -0.782 0.051 -0.932
C 0.245 -0.451 -1.674
C 0.665 0.180 1.015
C 1.530 -0.723 -1.044
H 0.214 -0.720 -2.749
H -1.473 1.086 0.630
H 0.768 0.582 2.016
H -1.298 -0.543 1.105
H 2.664 -0.425 0.815
N 2.531 -1.147 -1.881
*
```

HOMO energy (eV): -7.097
HOMO-LUMO gap (eV): 7.7860



Preferred: (x); penalty for the next structure: 11.4 kcal/mol.



(w)
The following is a quantum chemistry calculation of C3H5NO2S2 in the gas phase, from OMol25.

Structure (ORCA input):
```
! RIJCOSX wB97M-V def2-TZVPD def2/J DEFGRID3
* xyz 0 1
C -2.077 0.155 0.753
H -1.524 -0.592 1.404
O 2.255 1.663 -0.699
H 3.172 2.092 -0.523
S 3.088 -0.635 0.480
S -0.732 1.242 -0.094
C 1.988 0.510 -0.129
H -0.759 -2.178 -1.553
C 0.571 -0.026 -0.163
O -0.898 -1.516 -0.680
H -2.942 -0.438 0.369
N 0.391 -1.197 -0.540
H -2.534 0.918 1.376
*
```

HOMO energy (eV): -8.531
HOMO-LUMO gap (eV): 8.2705
SMILES string: CS/C(=N\O)C(O)=S



(x)
The following is a quantum chemistry calculation of C3H5NO2S2 in the gas phase, from OMol25.

Structure (ORCA input):
```
! RIJCOSX wB97M-V def2-TZVPD def2/J DEFGRID3
* xyz 0 1
H 0.261 -0.946 -0.736
C 0.841 -0.286 -0.053
H -1.397 0.571 1.602
O -0.216 0.782 -0.156
S 3.398 -0.978 -0.020
C -2.564 0.010 -0.271
H 4.503 0.075 0.496
S -4.191 -0.319 -0.008
C 2.173 0.405 -0.064
N -1.435 0.211 0.517
H 0.892 -0.654 1.091
O 2.476 1.654 -0.081
H -2.311 -0.051 -1.407
*
```

HOMO energy (eV): -8.777
HOMO-LUMO gap (eV): 8.4311
SMILES string: O=C(S)CONC=S



(y)
The following is a quantum chemistry calculation of C3H5NO2S2 in the gas phase, from OMol25.

Structure (ORCA input):
```
! RIJCOSX wB97M-V def2-TZVPD def2/J DEFGRID3
* xyz 0 1
H -2.702 -1.048 0.004
H 0.941 -1.511 1.269
H 0.918 1.458 1.073
O -0.090 1.372 -0.734
S -0.517 -1.271 -0.650
C 1.075 -1.433 0.164
N -2.185 0.794 -0.137
O -3.072 -0.129 0.183
C -0.973 0.427 -0.475
C 1.111 1.393 0.025
H 1.619 2.278 -0.369
H 1.621 -2.312 -0.128
S 2.253 -0.017 -0.224
*
```

HOMO energy (eV): -9.056
HOMO-LUMO gap (eV): 9.4344
SMILES string: O/N=C1/OCSCS1



Preferred: (y); penalty for the next structure: 26.0 kcal/mol.



(w)
The following is a quantum chemistry calculation of C7H13N in the gas phase, from OMol25.

Structure (ORCA input):
```
! RIJCOSX wB97M-V def2-TZVPD def2/J DEFGRID3
* xyz 0 1
H -3.158 0.287 0.113
C -0.312 1.622 0.088
H 1.665 -0.164 1.801
H 2.831 0.483 0.663
C -0.010 -1.214 -0.694
H 1.855 -0.687 -1.212
H 1.285 1.867 -1.168
H -0.048 -2.031 0.238
H -0.026 -1.973 -1.561
H 0.114 2.221 0.796
C -2.469 -0.322 0.542
C -1.134 0.415 0.469
N 0.700 1.086 -0.765
C 2.031 -0.428 0.860
H -2.620 -1.017 1.393
H 2.512 -1.461 0.814
H -0.357 -0.114 1.069
H -1.733 0.020 -1.660
H -0.857 2.228 -0.637
C 1.140 -0.334 -0.458
C -1.410 -0.483 -0.691
*
```

HOMO energy (eV): -8.197
HOMO-LUMO gap (eV): 9.2868
SMILES string: C[C@H]1C[C@H]2C[C@@H]2CN1



(x)
The following is a quantum chemistry calculation of C7H13N in the gas phase, from OMol25.

Structure (ORCA input):
```
! RIJCOSX wB97M-V def2-TZVPD def2/J DEFGRID3
* xyz 0 1
C -1.387 1.096 0.050
H -1.823 1.727 -0.723
H 0.410 -0.502 0.873
H -1.362 -0.289 -1.637
C -1.919 -1.550 0.094
C 2.669 -0.719 0.275
C 0.313 -0.416 -0.211
H 0.376 1.702 1.379
C -1.140 -0.362 -0.523
H 2.364 -0.532 1.298
N 1.655 -0.339 -0.696
H -3.009 -1.576 -0.165
C 0.858 0.913 -0.649
C 0.055 1.788 0.326
H 3.619 -0.186 0.164
H -1.736 -1.640 1.158
H 0.609 1.147 -1.700
H -1.440 -2.433 -0.283
H -2.021 1.156 0.923
H 0.004 2.826 -0.046
H 2.905 -1.812 0.093
*
```

HOMO energy (eV): -8.213
HOMO-LUMO gap (eV): 9.3619
SMILES string: C[C@H]1CC[C@@H]2[C@@H]1N2C



(y)
The following is a quantum chemistry calculation of 2 unconnected molecules or ions with the total composition C7H13N, from OMol25.

Structure (ORCA input):
```
! RIJCOSX wB97M-V def2-TZVPD def2/J DEFGRID3
* xyz 0 1
H -0.234 0.826 2.452
H -1.614 -0.293 3.097
C -0.335 -1.101 -1.459
H -2.758 -1.917 0.698
C -2.681 -0.861 0.550
C 2.850 0.773 -1.114
H 1.292 1.376 0.294
C 0.627 -0.224 -1.139
H 3.338 -0.163 -1.487
H 1.919 -0.392 0.438
H -1.816 1.167 0.940
C -0.944 -0.138 2.269
H 3.613 1.317 -0.548
H -0.844 1.076 -2.118
C 1.619 0.440 -0.244
C -1.854 0.037 1.110
H -0.790 -2.021 -1.632
H -3.375 -0.492 -0.151
H 2.466 1.397 -1.861
H -0.341 -1.050 2.177
N -0.140 0.242 -2.273
*
```

HOMO energy (eV): -7.374
HOMO-LUMO gap (eV): 8.2817
SMILES string: CCC1=CN1.C=CC



(z)
The following is a quantum chemistry calculation of C7H13N in the gas phase, from OMol25.

Structure (ORCA input):
```
! RIJCOSX wB97M-V def2-TZVPD def2/J DEFGRID3
* xyz 0 1
N -1.304 -1.082 2.750
H 0.117 -2.590 -0.702
H 0.141 3.643 -1.571
H -0.855 2.422 -2.475
H 1.262 1.770 -0.293
H 0.933 -1.652 1.504
H -2.168 0.408 1.561
C -1.353 -0.307 1.552
H -1.739 -1.999 2.648
H 1.701 -0.334 0.659
C 0.310 1.670 -0.805
H -1.419 0.587 -1.159
C -0.596 0.757 -0.474
H 1.091 -1.337 -1.539
H 0.850 2.528 -2.732
H 1.880 -2.574 -0.638
C 0.086 2.621 -1.955
H -0.373 -1.239 3.114
C -0.430 -0.298 0.593
C 0.993 -1.948 -0.633
C 0.872 -1.045 0.594
*
```

HOMO energy (eV): -8.541
HOMO-LUMO gap (eV): 9.5795
SMILES string: C/C=C/C(=C/N)CC



Preferred: (z); penalty for the next structure: 63.4 kcal/mol.



(w)
The following is a quantum chemistry calculation of C7H13N in the gas phase, from OMol25.

Structure (ORCA input):
```
! RIJCOSX wB97M-V def2-TZVPD def2/J DEFGRID3
* xyz 0 1
H 1.335 -0.722 -0.125
C 0.499 -0.524 3.243
C 0.768 -1.189 1.859
C -0.793 0.259 -1.550
H 0.072 -2.107 1.833
H -1.804 0.056 -2.123
C 0.269 0.810 -2.129
H 0.141 0.018 -4.059
H 1.790 -1.490 1.906
C 0.423 1.082 -3.620
H 1.550 -0.190 3.597
C 0.422 -0.550 0.480
H 0.221 -1.425 3.908
H -0.234 1.897 -3.952
C -0.690 -0.006 -0.029
H -1.996 0.142 1.617
H 1.041 0.988 -1.409
H 1.450 1.437 -3.934
H -0.124 0.314 3.324
N -1.831 0.318 0.728
H -2.509 0.882 0.434
*
```

HOMO energy (eV): -7.593
HOMO-LUMO gap (eV): 8.6849
SMILES string: C/C=C/C(N)=C/CC



(x)
The following is a quantum chemistry calculation of a molecular structure, C7H13N, from OMol25.

Structure (ORCA input):
```
! RIJCOSX wB97M-V def2-TZVPD def2/J DEFGRID3
* xyz 0 1
C -3.775 0.210 0.285
H 3.318 1.609 0.579
C -2.367 0.153 -0.260
N 0.023 -0.128 -1.526
H -4.461 -0.090 -0.496
H -4.062 1.199 0.621
C 1.246 -0.079 0.963
H 2.637 1.165 -0.970
H -1.432 -0.787 1.418
H 3.284 -0.929 1.124
H 4.308 0.639 -0.547
C 0.108 -0.154 0.034
C 2.562 -0.505 0.412
C 3.277 0.816 -0.155
H -0.687 -0.863 -1.856
H -2.184 0.643 -1.251
H 1.158 0.092 2.068
H 0.855 -0.617 -1.004
H 2.377 -1.286 -0.384
C -1.277 -0.331 0.440
H -3.916 -0.545 1.069
*
```

HOMO energy (eV): -7.852
HOMO-LUMO gap (eV): 8.3905



Preferred: (w); penalty for the next structure: 40.8 kcal/mol.



(w)
The following is a quantum chemistry calculation of 2 unconnected molecules or ions with the total composition C7H13N, from OMol25.

Structure (ORCA input):
```
! RIJCOSX wB97M-V def2-TZVPD def2/J DEFGRID3
* xyz 0 1
C 1.413 1.498 -1.002
H 2.056 0.996 -1.675
H -3.523 0.145 -0.953
H -1.686 0.007 -0.743
N 0.145 -2.038 0.078
C -2.635 -0.290 1.014
H 0.702 1.949 -1.649
C 0.113 -1.642 -1.295
H 2.548 -0.619 0.966
H 0.118 -2.170 -2.224
H 2.645 1.084 1.221
H 0.033 1.099 0.692
C 1.906 0.232 1.130
C 0.601 -0.716 -0.515
H 1.922 2.411 -0.668
H -3.586 -0.472 1.583
C 0.866 0.639 0.104
H -1.646 -0.345 1.624
H 1.388 0.079 2.083
H -0.739 -1.883 0.542
C -2.640 0.036 -0.313
*
```

HOMO energy (eV): -7.705
HOMO-LUMO gap (eV): 8.5996
SMILES string: CC(C)C1=CN1.C=C



(x)
The following is a quantum chemistry calculation of C7H13N in the gas phase, from OMol25.

Structure (ORCA input):
```
! RIJCOSX wB97M-V def2-TZVPD def2/J DEFGRID3
* xyz 0 1
C 0.121 -0.025 0.166
H 2.026 -1.874 -0.705
H 3.217 -1.509 0.583
C -1.750 1.125 -1.090
H 0.087 2.775 -1.410
C -1.881 -0.795 1.426
H -2.295 1.897 -0.514
H 1.088 1.567 -1.904
H -1.744 1.541 -2.093
H -2.496 -1.584 1.842
N 0.584 1.944 -1.105
H 2.175 0.527 -0.078
C 2.157 -1.541 0.330
H -2.345 0.218 -1.005
C 1.565 -0.126 0.533
C -0.780 -1.045 0.741
C -0.342 0.961 -0.609
H 1.639 -2.266 0.970
H 1.777 0.125 1.577
H -2.293 0.180 1.704
H -0.510 -2.096 0.642
*
```

HOMO energy (eV): -8.175
HOMO-LUMO gap (eV): 9.1893
SMILES string: C=C/C(CC)=C(\C)N



Preferred: (x); penalty for the next structure: 98.9 kcal/mol.